No. 1
Formula: C36H34Cl3GeO5S4Zr
Source: the Open Molecules 2025 dataset
Level of theory: wB97M-V/def2-TZVPD

Each line ends with the Löwdin charge.
Element x y z (Å)
C: 3.073 -2.266 -0.304  -0.260
C: -1.045 -1.420 -2.642  -0.022
H: 1.097 -0.163 -1.885  0.071
H: 3.319 -1.279 -2.195  0.092
C: 1.303 -0.987 2.134  -0.241
H: -5.655 1.287 -2.700  0.071
S: -2.591 -0.930 2.239  0.657
H: 4.234 -5.458 -2.181  0.096
H: -5.739 -0.682 0.768  0.046
C: -5.253 -1.543 0.312  -0.073
H: -1.200 -2.273 -3.309  0.090
C: 6.704 0.318 1.412  -0.094
C: -3.144 1.826 5.539  -1.045
C: 3.908 -4.568 -1.657  -0.102
O: -1.223 2.032 -1.441  -0.073
H: -1.310 -2.677 0.141  0.064
H: 7.579 0.444 0.785  0.097
H: -3.114 0.160 -4.610  0.087
C: 4.464 -0.011 3.005  -0.105
C: 1.310 1.910 -2.377  -0.101
C: 3.805 -3.361 -2.333  -0.094
C: -0.452 0.557 1.277  -0.704
C: 2.485 3.260 -0.776  -0.081
C: -2.008 4.331 -1.285  -1.479
Zr: -2.456 0.604 -0.108  1.607
C: -2.337 -1.027 -1.994  -0.302
C: -3.022 0.331 3.356  -1.109
C: 6.805 0.491 2.787  -0.104
C: -4.206 -1.108 -0.668  -0.333
C: -3.056 0.768 -3.704  -0.024
C: 3.594 -4.630 -0.306  -0.095
C: -3.712 1.422 2.992  -1.135
H: 3.671 -5.571 0.225  0.098
C: 0.490 0.276 2.411  -0.165
H: 5.417 -0.149 -0.231  0.102
H: 2.939 -3.543 1.419  0.101
H: -0.638 -0.599 -3.235  0.072
H: 0.604 -1.762 1.819  0.068
H: 5.753 0.463 4.655  0.098
H: 3.285 2.225 0.918  0.097
S: -4.364 1.671 1.398  0.601
C: -2.327 -2.880 -0.202  -0.068
C: -4.415 -0.124 -1.662  -0.291
O: -3.348 2.358 -1.051  -0.221
H: -0.304 -1.707 -1.895  0.066
H: 7.755 0.755 3.235  0.095
H: -0.106 0.177 3.315  0.086
H: 0.739 1.824 -3.292  0.102
H: -5.872 1.292 -0.950  0.055
C: 3.391 -2.219 -1.660  -0.108
C: -2.204 2.791 -1.307  -0.812
H: 1.813 -1.327 3.036  0.065
H: 4.049 -3.310 -3.387  0.098
C: 2.725 2.131 -0.006  -0.102
H: -4.821 -2.135 1.115  0.040
H: 2.826 4.229 -0.433  0.101
O: -3.022 2.278 6.653  -0.099
C: 4.343 -0.190 1.630  -0.266
H: -2.287 -3.726 -0.895  0.086
H: 1.113 1.169 2.533  0.127
C: -5.686 0.652 -1.815  -0.031
S: -3.973 2.650 4.219  0.950
C: 5.485 -0.017 0.844  -0.108
H: 1.619 4.024 -2.583  0.058
Cl: -3.547 5.167 -1.510  0.627
C: 1.792 3.146 -1.972  -0.133
O: -1.215 1.573 1.304  -0.164
H: -6.534 -0.029 -1.914  0.084
Cl: -0.876 4.828 -2.541  0.653
Cl: -1.354 4.706 0.321  0.661
C: -3.267 -0.076 -2.485  -0.272
H: -2.915 -3.174 0.665  0.048
H: -3.812 1.550 -3.776  0.075
S: -2.495 0.260 5.036  0.940
H: 3.596 -0.128 3.644  0.090
C: 2.261 0.878 -0.409  -0.260
O: -0.458 -0.161 0.221  -0.168
C: 3.181 -3.487 0.362  -0.106
C: 1.532 0.787 -1.594  -0.120
C: 5.682 0.328 3.583  -0.096
Ge: 2.641 -0.660 0.735  1.037
H: -6.016 -2.144 -0.196  0.084
H: -2.079 1.253 -3.688  0.070
C: -2.923 -1.683 -0.881  -0.342

The highest occupied orbital energy is -4.0 eV. The calculation puts the energy above the lowest of the compared OMol25 structures with the same formula, charge and spin at 1.259 eV. The value obtained for the LUMO energy is 2.31 eV. The HOMO-LUMO gap comes out at 6.26 eV. As for the charge: -1.



No. 2
Formula: C5H10O2
Source: the Open Molecules 2025 dataset
Level of theory: wB97M-V/def2-TZVPD

Each line ends with the Löwdin charge.
Element x y z (Å)
H: 2.404 -1.000 -0.729  0.084
H: -0.294 -0.859 1.667  0.185
H: 1.503 0.354 1.127  0.147
C: -0.198 -0.748 0.463  -0.394
H: -1.725 -0.395 -1.022  0.129
H: -1.437 1.699 1.165  0.121
O: -0.006 -2.063 -0.024  -0.023
H: -0.304 -2.173 0.918  0.096
H: 1.288 -0.214 -1.879  0.091
H: 2.564 0.738 -1.091  0.085
H: -2.351 -0.427 0.641  0.124
H: -1.714 1.952 -0.577  0.122
C: 1.850 -0.081 -0.949  -0.025
C: -1.172 1.350 0.156  -0.192
C: 0.915 0.262 0.199  -0.341
C: -1.504 -0.122 0.014  -0.110
O: 0.228 1.478 -0.080  -0.097

The highest occupied orbital energy is -9.7 eV. The calculation puts the energy above the lowest of the compared OMol25 structures with the same formula, charge and spin at 2.685 eV. The value obtained for the LUMO energy is 0.73 eV. The HOMO-LUMO gap comes out at 10.45 eV.



No. 3
Formula: C3H6N4O2
Source: the Open Molecules 2025 dataset
Level of theory: wB97M-V/def2-TZVPD

Each line ends with the Löwdin charge.
Element x y z (Å)
H: 1.961 -0.167 1.921  0.239
H: 2.333 -2.006 0.921  0.157
N: -0.472 -0.592 -0.397  0.014
C: -0.309 0.663 0.079  -0.525
C: 1.884 0.715 -0.609  -0.215
O: -1.808 -0.922 -0.824  -0.056
H: 0.339 -1.048 -0.895  0.151
C: -2.352 -0.272 0.411  -0.061
N: 2.252 -0.493 -0.302  -0.167
O: -1.556 1.041 0.377  -0.004
H: -3.501 0.157 0.430  0.184
N: 0.782 1.345 0.128  0.102
H: -1.861 -0.904 1.383  0.192
N: 1.712 -0.973 0.850  -0.140
H: 2.377 1.371 -1.417  0.129

The highest occupied orbital energy is -8.5 eV. The calculation puts the energy above the lowest of the compared OMol25 structures with the same formula, charge and spin at 8.015 eV. The value obtained for the LUMO energy is 0.47 eV. The HOMO-LUMO gap comes out at 8.93 eV.



No. 4
Formula: C32H54ClCsF19LiN3NaO21PS3Si
Source: the Open Molecules 2025 dataset
Level of theory: wB97M-V/def2-TZVPD

Each line ends with the Löwdin charge.
Element x y z (Å)
H: 2.693 0.255 0.964  0.117
C: 1.209 -3.188 -3.127  -0.230
O: 1.540 1.812 4.839  0.172
H: 7.292 -4.087 -1.922  0.044
H: 1.926 3.153 -1.975  0.034
C: -0.617 -5.203 0.814  -0.346
H: 0.724 -4.096 -3.560  0.180
H: -3.926 -1.257 4.951  0.143
O: -7.999 8.481 -3.785  -0.342
C: -4.184 1.707 3.982  -0.533
C: -7.447 10.461 -2.154  -0.646
Si: 0.006 3.559 -0.330  0.509
C: 2.797 -1.214 -3.911  -0.320
F: 1.943 -0.157 -3.930  0.134
H: -4.329 -7.546 -5.316  0.112
S: 8.517 4.530 5.918  0.567
H: 0.873 -2.124 1.745  0.132
H: -1.974 0.164 2.165  0.092
H: -6.024 -0.022 5.085  0.172
C: -1.959 -6.140 0.440  -0.396
C: 2.108 -2.584 -4.243  -0.336
H: 3.912 1.545 2.656  0.085
O: -6.283 8.110 -2.102  -0.370
H: -5.121 -3.410 -3.594  0.079
H: -0.468 5.654 0.861  0.037
F: 1.252 -2.335 -5.309  0.086
H: 2.353 2.580 -0.322  0.037
F: 4.355 -2.353 -2.395  0.102
F: 0.148 -2.341 -2.787  0.000
C: 7.361 0.710 5.041  -0.664
O: -3.930 -6.871 -4.753  -0.056
F: 0.318 3.532 2.332  -0.346
C: 8.849 4.651 7.716  -0.665
C: 2.758 -0.789 -1.364  -0.127
O: -8.624 8.223 -1.454  -0.341
O: -3.523 0.517 3.933  0.043
O: 2.407 -0.034 3.882  0.078
O: -4.600 1.021 -1.239  -0.058
H: -2.768 -5.742 1.084  0.105
C: -3.837 -0.187 5.134  -0.051
H: -3.048 -0.020 5.871  0.153
H: -2.400 -3.073 -2.991  0.107
O: 0.572 1.303 1.565  -0.267
Cs: -3.880 4.272 -1.598  1.315
F: -6.523 11.011 -2.971  0.098
C: 0.094 -0.043 1.696  -0.369
H: 0.598 -1.493 0.114  0.100
F: -7.080 10.780 -0.895  0.101
H: 0.184 -5.578 0.149  0.105
H: -0.597 0.451 3.809  0.120
C: 1.204 -0.724 3.996  -0.445
N: -3.367 -3.917 -4.673  -0.329
H: 0.295 6.061 -0.699  0.026
O: 7.452 5.469 5.684  -0.290
C: -4.565 -4.317 -3.841  0.013
H: -0.768 -1.244 3.301  0.143
H: 2.518 2.559 2.245  0.060
H: -4.839 1.755 -0.625  0.077
H: -4.214 -4.803 -2.932  0.110
H: -0.283 -5.558 1.803  0.120
C: 0.367 5.367 0.170  -0.203
C: -2.704 -2.755 -3.993  -0.069
F: 4.568 -0.205 -2.737  0.114
H: 6.806 -4.310 -3.496  -0.064
H: -2.389 -0.392 -1.563  0.071
H: -2.456 3.724 -0.931  -0.361
F: 6.981 -0.083 4.024  0.113
N: 6.949 -3.612 -2.755  0.019
O: -1.659 -7.379 0.567  -0.085
H: -5.208 -4.967 -4.425  0.100
C: 0.980 -1.201 1.129  -0.044
S: 7.724 2.418 4.487  0.564
H: 1.311 5.472 0.744  0.042
H: 3.052 -1.260 1.824  0.138
H: 3.596 3.080 3.628  0.099
O: -5.085 -0.463 0.347  0.086
O: -5.012 1.770 5.066  0.143
Li: -6.610 -0.324 -1.313  0.601
S: -7.606 8.634 -2.399  0.425
H: 1.660 -0.846 -1.573  0.111
H: 2.969 0.293 -1.165  0.134
C: -0.093 -0.354 3.234  -0.023
F: -8.602 11.113 -2.392  0.103
C: 3.141 2.217 3.103  0.032
O: 9.772 4.858 5.296  -0.291
O: 6.483 2.885 3.927  -0.300
C: -5.142 0.441 5.536  -0.321
O: -1.769 1.338 0.586  -0.329
C: 3.635 -1.207 -2.585  -0.344
F: 8.432 0.128 5.614  0.112
N: 8.111 2.996 5.910  -0.295
F: 1.881 -3.614 -2.053  0.156
H: -3.423 -1.929 -3.931  0.083
H: 6.066 -3.129 -2.544  0.091
H: -2.011 -7.051 -5.444  0.138
H: -4.360 -4.309 -6.506  0.106
H: 7.642 -2.933 -3.064  0.117
H: -4.495 -2.634 -5.919  0.109
H: -1.320 2.142 2.729  0.049
H: -2.262 -5.789 -0.574  0.078
H: -2.888 -1.561 1.281  0.128
O: 8.803 2.270 3.547  -0.291
O: -4.059 2.574 3.183  0.174
F: 9.236 5.884 8.078  0.118
H: -1.481 -4.645 -5.300  0.136
P: -0.732 2.467 1.470  0.518
H: -1.479 -2.018 0.284  0.064
H: -3.103 -6.130 -6.489  0.121
H: -2.049 -5.267 -3.733  0.139
H: -1.864 3.430 1.380  -0.017
F: 2.984 -3.487 -4.707  0.178
C: -1.448 0.073 1.182  -0.296
C: -2.342 -5.050 -4.762  -0.082
C: -3.826 -3.486 -6.035  0.020
F: 6.375 0.676 5.957  0.113
C: 2.267 1.357 4.049  -0.470
F: 3.680 -0.984 -4.936  0.135
C: 1.520 2.661 -1.054  -0.208
C: -4.307 -0.125 -0.474  -0.522
C: 2.496 -0.841 0.955  -0.136
O: 3.097 -1.488 -0.192  -0.108
O: 1.160 -1.631 4.746  0.161
Na: -1.278 -0.903 -3.476  0.338
C: -1.478 3.654 -1.552  -0.539
H: -1.422 4.618 -2.174  0.023
H: -1.834 -2.456 -4.589  0.072
F: -5.282 0.467 6.882  0.081
H: 1.235 1.623 -1.371  0.007
C: -2.824 -6.318 -5.448  -0.216
F: 9.820 3.803 8.108  0.109
O: -0.936 -3.954 0.710  -0.139
C: -2.150 -1.177 0.543  -0.078
H: -1.496 2.742 -2.253  0.047
H: -3.294 -1.893 -1.132  0.109
F: 7.762 4.347 8.451  0.111
H: -2.952 -3.208 -6.624  0.115
Cl: 8.256 -5.498 -3.267  -0.227
C: -2.982 -0.880 -0.769  -0.075

The highest occupied orbital energy is -4.4 eV. The calculation puts the energy above the lowest of the compared OMol25 structures with the same formula, charge and spin at 1.679 eV. The value obtained for the LUMO energy is -2.28 eV. The HOMO-LUMO gap comes out at 2.10 eV. As for the charge: -1.